[1]
Entry from OMol25: 2 unconnected molecules or ions with the total composition C6H13NO at a distorted geometry (ωB97M-V with the def2-TZVPD basis set).

Computed properties:
Orbital gap (alpha / beta) (eV): 9.7 / 6.3
<S²>: 0.757
Highest occupied orbital energy (alpha / beta) (eV): -13.425 / -13.425
Spin multiplicity: 2
Net charge: +1
Calculated total energy (eV): -9961.1955

Cartesian coordinates (Å):
C (-0.991, 1.104, 0.840)
C (-1.252, -0.381, 0.686)
N (2.209, -1.858, 1.235)
C (1.079, -1.171, 1.523)
C (-0.068, -1.268, 0.750)
C (-0.147, -2.379, -0.233)
C (0.337, -2.409, -1.470)
H (-0.146, 1.429, 0.230)
H (-0.554, 1.392, 1.808)
H (-1.834, 1.698, 0.503)
H (-1.674, -0.473, -0.318)
H (-2.044, -0.735, 1.365)
H (2.867, -1.805, 2.011)
H (2.080, -2.852, 1.053)
H (1.202, -0.414, 2.292)
H (-0.721, -3.254, 0.079)
H (0.003, -3.155, -2.178)
H (0.852, -1.602, -1.984)
H (0.125, 6.154, -3.271)
H (-0.774, 6.292, -2.112)
O (-0.550, 5.688, -2.810)

---

[2]
Entry from OMol25: 2 unconnected molecules or ions with the total composition C6H13NO at a distorted geometry (ωB97M-V with the def2-TZVPD basis set).

Computed properties:
Orbital gap (alpha / beta) (eV): 9.2 / 4.1
<S²>: 0.759
Highest occupied orbital energy (alpha / beta) (eV): -13.200 / -12.609
Spin multiplicity: 2
Net charge: +1
Calculated total energy (eV): -9959.9220

Cartesian coordinates (Å):
C (-0.571, 1.532, -1.340)
C (-1.226, 0.375, -1.478)
O (-0.474, -0.765, -1.627)
C (-2.694, 0.115, -1.437)
H (-1.160, 2.431, -1.217)
H (0.492, 1.664, -1.463)
H (-1.025, -1.447, -2.013)
H (-3.229, 1.042, -1.244)
H (-2.985, -0.268, -2.418)
H (-2.976, -0.622, -0.687)
N (3.008, -0.749, 1.202)
C (1.783, 0.032, 1.055)
C (-0.497, 0.136, 2.054)
C (0.701, -0.510, 1.912)
H (3.814, -0.216, 0.890)
H (2.931, -1.526, 0.547)
H (1.414, 0.009, 0.005)
H (1.922, 1.090, 1.286)
H (-1.191, -0.099, 2.852)
H (-0.850, 0.818, 1.281)
H (0.911, -1.427, 2.448)

---

[3]
Entry from OMol25: C6H13NO2 in the gas phase at a distorted geometry (ωB97M-V with the def2-TZVPD basis set).

Computed properties:
Orbital gap (eV): 10.4
Highest occupied orbital energy (eV): -9.603
Net charge: 0
Calculated total energy (eV): -12016.6287
SMILES string: C=C(OC)[C@@](C)(N)CO

Cartesian coordinates (Å):
C (1.648, 0.786, 1.247)
C (0.971, 0.376, 0.166)
O (1.546, 0.606, -1.081)
C (0.884, 1.644, -1.802)
C (-0.311, -0.469, 0.205)
C (-1.548, 0.445, 0.257)
N (-0.426, -1.332, -1.003)
C (-0.342, -1.452, 1.416)
O (-1.407, -2.400, 1.262)
H (2.586, 1.325, 1.139)
H (1.302, 0.608, 2.259)
H (0.155, 1.205, -2.489)
H (0.393, 2.372, -1.147)
H (1.634, 2.173, -2.398)
H (-2.469, -0.125, 0.424)
H (-1.682, 1.009, -0.673)
H (-1.464, 1.176, 1.070)
H (-0.622, -0.738, -1.807)
H (0.507, -1.710, -1.189)
H (-0.499, -0.930, 2.365)
H (0.590, -2.026, 1.485)
H (-1.446, -2.544, 0.292)

---

[4]
Entry from OMol25: 2 unconnected molecules or ions with the total composition C6H13NO2 at a distorted geometry (ωB97M-V with the def2-TZVPD basis set).

Computed properties:
Orbital gap (eV): 10.1
Highest occupied orbital energy (eV): -9.201
Net charge: 0
Calculated total energy (eV): -12017.6706
SMILES string: CC(=O)N(C)C.CC=O

Cartesian coordinates (Å):
C (2.283, -0.613, 0.546)
C (1.321, 0.140, -0.343)
O (1.526, 0.241, -1.552)
N (0.278, 0.845, 0.304)
C (0.203, 0.979, 1.753)
C (-0.427, 1.869, -0.454)
H (3.039, -1.099, -0.079)
H (2.792, 0.074, 1.226)
H (1.754, -1.386, 1.108)
H (-0.804, 1.297, 2.039)
H (0.927, 1.727, 2.085)
H (0.421, 0.027, 2.240)
H (-0.354, 1.691, -1.529)
H (0.006, 2.848, -0.227)
H (-1.480, 1.867, -0.158)
C (-2.131, -1.256, -1.348)
C (-1.001, -1.781, -0.517)
O (-1.083, -2.055, 0.676)
H (-2.863, -0.758, -0.706)
H (-2.600, -2.085, -1.882)
H (-1.741, -0.547, -2.082)
H (-0.065, -2.024, -1.101)

---

[5]
Entry from OMol25: 3 unconnected molecules or ions with the total composition C6H13NO2 at a distorted geometry (ωB97M-V with the def2-TZVPD basis set).

Computed properties:
Orbital gap (eV): 9.1
Highest occupied orbital energy (eV): -9.200
Net charge: 0
Calculated total energy (eV): -12009.0893

Cartesian coordinates (Å):
C (-0.105, -0.929, -0.514)
C (0.852, -0.891, -1.758)
C (-0.253, 0.616, 0.204)
C (-0.703, 0.863, 1.705)
C (-2.202, 0.923, 1.634)
C (-0.066, 2.279, 2.345)
H (1.392, -2.875, -0.416)
H (1.399, -1.063, 1.533)
H (-1.123, -1.198, -0.711)
H (0.892, 1.009, 0.239)
H (-0.645, 1.303, -0.515)
H (-0.167, 0.265, 2.357)
H (-2.466, 1.183, 0.566)
H (-2.477, -0.119, 1.895)
H (-2.423, 1.691, 2.571)
H (0.013, 3.410, 1.742)
H (1.039, 1.877, 2.870)
H (-0.690, 2.163, 3.243)
H (0.698, 0.196, -3.417)
N (0.499, -1.943, 0.402)
O (1.727, -1.606, -1.989)
O (0.265, 0.180, -2.570)

---

[6]
Entry from OMol25: 2 unconnected molecules or ions with the total composition C6H13NO2 at a distorted geometry (ωB97M-V with the def2-TZVPD basis set).

Computed properties:
Orbital gap (eV): 10.6
Highest occupied orbital energy (eV): -9.681
Net charge: 0
Calculated total energy (eV): -12014.7127
SMILES string: C[C@@H]1CCO1.C/C=N\O

Cartesian coordinates (Å):
C (-3.903, -0.189, 0.389)
C (-2.693, -0.039, -0.499)
C (-1.467, -0.898, -0.130)
C (-0.729, 0.446, -0.036)
O (-1.963, 1.186, -0.224)
H (-3.646, -0.065, 1.441)
H (-4.328, -1.188, 0.285)
H (-4.663, 0.566, 0.140)
H (-2.941, -0.106, -1.575)
H (-1.605, -1.389, 0.835)
H (-1.113, -1.608, -0.902)
H (-0.297, 0.696, 0.926)
H (-0.028, 0.621, -0.863)
C (3.795, 1.110, 0.182)
C (3.762, -0.240, -0.370)
N (2.912, -1.152, -0.163)
O (1.870, -0.616, 0.522)
H (3.048, 1.738, -0.314)
H (3.638, 1.113, 1.254)
H (4.761, 1.559, -0.026)
H (4.551, -0.531, -1.065)
H (1.040, -1.015, 0.192)

---

[7]
Entry from OMol25: C6H13NO2S in the gas phase at a distorted geometry (ωB97M-V with the def2-TZVPD basis set).

Computed properties:
Orbital gap (eV): 8.8
Highest occupied orbital energy (eV): -8.201
Net charge: 0
Calculated total energy (eV): -22852.7636
SMILES string: CS[C@H]1C[C@H](O)[C@H](O)[C@@H]1N

Cartesian coordinates (Å):
C (0.373, -3.126, 1.090)
S (1.464, -1.682, 1.129)
C (0.316, -0.376, 0.611)
C (0.957, 0.969, 0.973)
C (0.525, 1.969, -0.092)
O (-0.062, 3.081, 0.495)
C (-0.431, 1.182, -1.007)
O (-1.749, 1.151, -0.519)
C (0.071, -0.291, -0.903)
N (-0.866, -1.273, -1.400)
H (1.075, -3.960, 1.265)
H (-0.099, -3.187, 0.102)
H (-0.447, -2.953, 1.779)
H (-0.660, -0.425, 1.167)
H (0.742, 1.353, 1.974)
H (2.023, 0.817, 1.064)
H (1.386, 2.262, -0.730)
H (-0.482, 3.635, -0.178)
H (-0.426, 1.608, -2.038)
H (-1.896, 1.972, -0.059)
H (0.986, -0.329, -1.392)
H (-1.026, -1.208, -2.390)
H (-1.771, -1.190, -0.941)

---

[8]
Entry from OMol25: 2 unconnected molecules or ions with the total composition C6H13NO2S at a distorted geometry (ωB97M-V with the def2-TZVPD basis set).

Computed properties:
Orbital gap (eV): 8.8
Highest occupied orbital energy (eV): -8.234
Net charge: 0
Calculated total energy (eV): -22851.4224

Cartesian coordinates (Å):
C (0.571, -1.667, -0.909)
C (-1.755, -1.273, -0.298)
C (0.856, -0.219, 1.680)
C (-0.735, 1.737, 0.919)
C (-0.547, -0.595, -0.818)
C (0.332, 0.691, 0.590)
N (1.263, 1.292, -0.227)
O (1.121, -1.723, -2.190)
O (1.009, -2.334, -0.045)
S (-0.726, 0.508, -2.210)
H (-2.056, -2.109, -1.092)
H (-2.653, -0.723, -0.241)
H (-1.583, -1.657, 0.759)
H (1.495, -1.040, 1.393)
H (0.035, -0.601, 2.347)
H (1.564, 0.436, 2.292)
H (-1.606, 1.360, 1.503)
H (-0.954, 2.151, -0.011)
H (-0.351, 2.444, 1.725)
H (1.264, 2.333, -0.200)
H (0.844, -1.107, -2.868)
H (2.222, 0.961, -0.310)
H (0.391, 1.135, -1.790)

---

[9]
Entry from OMol25: C6H13NO2S2 in the gas phase at a distorted geometry (ωB97M-V with the def2-TZVPD basis set).

Computed properties:
Orbital gap (eV): 8.9
Highest occupied orbital energy (eV): -8.968
Net charge: 0
Calculated total energy (eV): -33684.2549
SMILES string: CCC[C@@H]([C@H](S)SC)[N+](=O)[O-]

Cartesian coordinates (Å):
C (2.824, -1.915, 0.408)
C (2.426, -0.457, -0.133)
C (0.924, -0.189, 0.165)
C (0.188, 0.866, -0.598)
C (-1.413, 0.731, -0.201)
S (-1.733, 0.805, 1.621)
S (-1.996, -0.792, -0.876)
C (-3.703, -0.760, -0.323)
N (0.691, 2.170, -0.406)
O (1.635, 2.591, -1.042)
O (0.077, 2.914, 0.360)
H (2.439, -2.752, -0.273)
H (3.885, -2.131, 0.656)
H (2.186, -1.981, 1.363)
H (2.537, -0.404, -1.223)
H (2.947, 0.320, 0.260)
H (0.752, 0.005, 1.278)
H (0.302, -1.031, 0.015)
H (0.420, 0.552, -1.668)
H (-2.090, 1.524, -0.601)
H (-1.366, 2.083, 1.649)
H (-3.924, 0.282, -0.362)
H (-3.545, -1.034, 0.732)
H (-4.461, -1.397, -0.800)

---

[10]
Entry from OMol25: 2 unconnected molecules or ions with the total composition C6H13NO3 at a distorted geometry (ωB97M-V with the def2-TZVPD basis set).

Computed properties:
Orbital gap (alpha / beta) (eV): 8.0 / 6.8
Highest occupied orbital energy (alpha / beta) (eV): -9.441 / -9.803
Net charge: 0
Calculated total energy (eV): -14058.5205

Cartesian coordinates (Å):
C (-0.935, 1.380, 2.222)
C (0.352, 0.700, 1.755)
C (0.291, 0.367, 0.194)
C (1.322, -0.652, -0.590)
C (0.762, -1.107, -1.941)
C (1.683, -1.832, 0.241)
O (0.448, 1.453, -0.481)
O (-3.808, 0.425, -1.730)
N (-3.239, 1.529, -2.019)
O (-3.799, 2.417, -2.720)
H (-0.816, 1.910, 3.179)
H (-1.168, 2.110, 1.441)
H (-1.784, 0.691, 2.347)
H (1.133, 1.447, 1.987)
H (0.571, -0.202, 2.338)
H (-0.602, -0.387, 0.198)
H (2.269, -0.136, -0.825)
H (-0.021, -1.878, -1.833)
H (0.365, -0.259, -2.511)
H (1.565, -1.561, -2.551)
H (0.832, -2.503, 0.403)
H (2.459, -2.388, -0.293)
H (2.122, -1.522, 1.189)

---

Energy relative to the best compared isomer or geometry (same formula, charge and spin) / eV: 1.1634 2.4369 2.0965 1.0546 9.6359 4.0124 0.5290 1.8702 0.7302 8.1087